{
  "formula": "C6H10O",
  "method": "ωB97M-V with the def2-TZVPD basis set",
  "e_lumo_ev": 1.07,
  "smiles": "C[C@H]1C[C@]2(CO2)C1",
  "de_lowest_kcal_mol": 33.9,
  "homo_energy_ev": -10.0,
  "species": ["C", "C", "C", "C", "C", "O", "C", "H", "H", "H", "H", "H", "H", "H", "H", "H", "H"],
  "xyz": [[-0.2703, -1.9642, -0.1553], [0.5712, -0.8246, -0.7193], [1.1677, 0.0675, 0.4024], [-0.1052, 0.8966, 0.2892], [-0.6188, 2.0404, 1.0311], [-1.1221, 0.7232, 1.2580], [-0.3204, 0.3784, -1.1298], [-1.0467, -1.5685, 0.5109], [-0.7695, -2.5220, -0.9543], [0.3438, -2.6637, 0.4209], [1.2803, -1.1819, -1.4735], [1.3871, -0.3909, 1.3713], [2.0387, 0.6297, 0.0482], [-0.0369, 2.4623, 1.8526], [-1.3261, 2.7244, 0.5602], [0.1739, 1.0209, -1.8659], [-1.3468, 0.1722, -1.4467]],
  "mulliken_charge": [-1.34, 0.16, -0.76, 0.67, -0.57, -0.46, -0.80, 0.29, 0.34, 0.34, 0.42, 0.36, 0.26, 0.23, 0.23, 0.27, 0.36]
}

***

{
  "formula": "C2H2Br2OS",
  "method": "ωB97M-V with the def2-TZVPD basis set",
  "e_lumo_ev": [-0.56, -0.83],
  "de_lowest_kcal_mol": 62.9,
  "homo_energy_ev": [-8.3, -7.9],
  "species": ["C", "C", "O", "S", "Br", "Br", "H", "H"],
  "xyz": [[-1.3881, -0.5007, -0.3516], [0.8488, 0.0387, 0.4904], [-1.8027, 0.3650, -1.0136], [1.6168, 0.8160, -0.8772], [-2.2469, -2.0932, 0.2226], [1.5524, -1.5414, 1.1853], [0.2654, 0.7226, 1.0297], [1.1543, 2.1930, -0.6855]],
  "mulliken_charge": [0.37, -0.43, -0.33, -0.11, -0.11, -0.04, 0.49, 0.18]
}

***

{
  "formula": "C5H6OS3",
  "method": "ωB97M-V with the def2-TZVPD basis set",
  "e_lumo_ev": -1.55,
  "smiles": "C#C[C@H]1CC[S@@](=O)(=S)S1",
  "de_lowest_kcal_mol": 56.2,
  "homo_energy_ev": -9.2,
  "species": ["C", "C", "C", "C", "C", "S", "O", "S", "S", "H", "H", "H", "H", "H", "H"],
  "xyz": [[0.0807, -2.3141, 0.6786], [0.5495, -1.2692, 0.9715], [0.7817, 0.2076, 1.2490], [1.0333, 0.8100, -0.1579], [0.0488, 0.5620, -1.2719], [-1.5423, 0.3209, -0.4070], [-2.3379, 1.5079, -0.6513], [-2.5132, -1.2659, -0.7684], [-0.7476, 0.8999, 1.8322], [-0.1794, -3.2809, 0.7814], [1.6074, 0.3747, 1.9108], [2.0109, 0.6228, -0.4987], [1.0515, 1.8193, 0.1092], [-0.0519, 1.4249, -1.9573], [0.2085, -0.4200, -1.8201]],
  "mulliken_charge": [0.21, -0.81, -0.27, -0.98, -0.42, 0.67, -0.61, -0.26, -0.10, 0.49, 0.46, 0.46, 0.42, 0.38, 0.34]
}

***

{
  "formula": "C2H5NO",
  "method": "ωB97M-V with the def2-TZVPD basis set",
  "e_lumo_ev": 0.95,
  "smiles": "CNC=O",
  "de_lowest_kcal_mol": 34.0,
  "homo_energy_ev": -10.0,
  "species": ["C", "N", "C", "O", "H", "H", "H", "H", "H"],
  "xyz": [[-0.2204, -1.0916, -0.4537], [0.3691, 0.4206, -0.4231], [0.2815, 1.1919, 0.7327], [0.5193, 2.3683, 0.8688], [0.3707, -1.7335, -1.1692], [-1.2725, -1.2080, -0.5439], [0.1145, -1.3705, 0.5439], [-0.1179, 0.9606, -1.1550], [-0.0444, 0.4623, 1.5995]],
  "mulliken_charge": [-0.67, -0.31, 0.24, -0.48, 0.26, 0.26, 0.32, 0.24, 0.14]
}

***

{
  "formula": "C21H46F9N3O3S",
  "method": "ωB97M-V with the def2-TZVPD basis set",
  "e_lumo_ev": -2.38,
  "smiles": "CCCCN[C@H](CCCCC(F)(F)C(F)(F)S(F)(F)(F)(F)F)COC.COC[C@@H](C)N.COC[C@@H](C)N",
  "homo_energy_ev": -9.0,
  "species": ["C", "C", "C", "C", "N", "C", "C", "C", "C", "C", "C", "F", "F", "C", "F", "F", "S", "F", "F", "F", "F", "F", "C", "O", "C", "H", "H", "H", "H", "H", "H", "H", "H", "H", "H", "H", "H", "H", "H", "H", "H", "H", "H", "H", "H", "H", "H", "H", "H", "C", "O", "C", "C", "C", "N", "H", "H", "H", "H", "H", "H", "H", "H", "H", "H", "H", "C", "O", "C", "C", "C", "N", "H", "H", "H", "H", "H", "H", "H", "H", "H", "H", "H"],
  "xyz": [[1.2333, -4.1714, -0.5826], [0.9877, -3.2061, 0.7594], [2.0540, -1.9612, 0.7991], [1.5037, -0.5539, 0.1619], [0.0112, -0.3361, 0.2781], [-0.4235, 0.3139, -1.0162], [-1.8351, 1.1426, -0.9434], [-2.7477, 0.8559, 0.3868], [-4.3261, 0.7538, -0.1529], [-4.5064, -0.7470, -0.8335], [-5.3742, -1.7942, 0.1105], [-4.6316, -1.7969, 1.4304], [-6.7348, -1.2515, 0.4828], [-5.3782, -3.3408, -0.3858], [-3.9678, -3.8650, -0.3025], [-6.1626, -4.1623, 0.6046], [-6.0140, -3.7077, -2.0858], [-7.4434, -4.3895, -1.3428], [-6.8847, -2.2512, -2.2567], [-4.6205, -3.1353, -2.8983], [-5.3221, -5.3067, -1.9374], [-6.6353, -4.1938, -3.6088], [-0.4862, -0.7067, -2.3102], [0.1590, 0.0171, -3.4548], [0.9922, -0.9562, -4.1824], [0.6056, -5.1619, -0.5016], [1.0040, -3.6029, -1.5845], [2.3749, -4.5107, -0.5470], [-0.1372, -2.9015, 0.8963], [1.2672, -3.9102, 1.6818], [2.4843, -1.8496, 1.8890], [2.9832, -2.2879, 0.1249], [1.9277, -0.4810, -0.9300], [2.0225, 0.3213, 0.7831], [-0.1100, 0.3059, 1.1102], [0.4185, 1.1169, -1.2838], [-2.4967, 0.9025, -1.9060], [-1.5795, 2.3030, -1.0394], [-2.7011, 1.8038, 1.0713], [-2.5401, -0.1601, 0.9286], [-4.9887, 0.8280, 0.8323], [-4.6157, 1.6298, -0.8780], [-5.0065, -0.5511, -1.8934], [-3.4252, -1.1504, -1.0586], [0.1512, -1.6722, -2.1302], [-1.5917, -0.9717, -2.6157], [0.3229, -1.9277, -4.3532], [1.2924, -0.4698, -5.2090], [1.9673, -1.2695, -3.6017], [-3.1959, 4.0713, 2.6005], [-2.2848, 4.0457, 1.5112], [-2.1892, 5.2787, 0.7926], [-1.2715, 6.3321, 1.4547], [-1.9042, 7.0224, 2.6608], [0.0157, 5.7486, 1.8590], [-4.0651, 4.7042, 2.3980], [-2.6842, 4.4010, 3.5056], [-3.5442, 3.0495, 2.7748], [-1.7541, 5.0174, -0.1802], [-3.1862, 5.6847, 0.5846], [-1.0741, 7.1110, 0.7059], [-1.8998, 6.3952, 3.5567], [-1.3498, 7.9336, 2.9114], [-2.9397, 7.3107, 2.4508], [0.4801, 5.3768, 1.0293], [-0.1912, 4.9121, 2.4135], [7.8687, -2.3883, 2.1440], [7.2096, -1.1317, 2.2044], [7.4805, -0.2691, 1.0961], [6.6459, -0.5760, -0.1685], [7.1295, -1.8036, -0.9371], [5.2213, -0.7440, 0.1527], [8.8582, -2.3147, 1.6827], [7.2486, -3.1080, 1.6081], [7.9894, -2.7571, 3.1664], [7.2146, 0.7390, 1.4382], [8.5544, -0.2460, 0.8761], [6.7454, 0.2850, -0.8432], [6.8322, -2.7431, -0.4626], [6.7040, -1.8120, -1.9467], [8.2202, -1.8013, -1.0362], [4.8787, 0.1193, 0.5764], [5.1606, -1.4262, 0.9149]],
  "mulliken_charge": [-0.88, -0.44, -0.26, -0.56, -0.09, 0.08, -0.55, 0.20, -0.72, -0.37, 0.67, -0.32, -0.31, 0.64, -0.23, -0.26, 1.13, -0.32, -0.28, -0.26, -0.33, -0.28, 0.61, -0.39, -0.52, 0.31, 0.10, 0.28, 0.18, 0.29, 0.32, 0.04, 0.14, 0.24, 0.26, 0.18, 0.35, -0.05, -0.38, 0.40, 0.32, 0.35, 0.36, 0.09, -0.53, 0.16, 0.25, 0.25, 0.19, -0.82, -0.26, -0.85, 0.36, -1.39, -0.75, 0.34, 0.20, 0.35, 0.33, 0.44, 0.42, 0.28, 0.35, 0.34, 0.27, 0.34, -0.63, -0.38, -0.70, 0.17, -1.42, -0.44, 0.29, 0.22, 0.26, 0.35, 0.42, 0.40, 0.27, 0.35, 0.36, 0.20, 0.30]
}

***

{
  "formula": "BrClHIN2",
  "method": "ωB97M-V with the def2-TZVPD basis set",
  "e_lumo_ev": -0.79,
  "de_lowest_kcal_mol": 0.0,
  "homo_energy_ev": -9.9,
  "species": ["N", "N", "Cl", "Br", "I", "H"],
  "xyz": [[-0.8977, -0.8560, -0.4766], [-1.6885, -0.1844, 0.1672], [-1.0145, -2.5477, -0.2206], [2.3447, 0.6670, 0.9675], [-1.5392, 1.8045, -0.1542], [2.7953, 1.1164, -0.2833]],
  "mulliken_charge": [0.05, -0.16, -0.07, -0.22, 0.19, 0.21]
}

***

{
  "formula": "C5H8N2",
  "method": "ωB97M-V with the def2-TZVPD basis set",
  "e_lumo_ev": 0.88,
  "smiles": "C[C@H]1C(=C=N)N1C",
  "de_lowest_kcal_mol": 80.5,
  "homo_energy_ev": -8.5,
  "species": ["C", "C", "C", "C", "N", "N", "C", "H", "H", "H", "H", "H", "H", "H", "H"],
  "xyz": [[-2.1846, -0.0330, 0.2789], [-0.7735, -0.2956, -0.1555], [0.2099, 0.7768, -0.1695], [0.8075, 1.7672, -0.7434], [1.5094, 2.4663, -1.4963], [0.2807, -0.1798, 0.8638], [1.3910, -1.1262, 0.7989], [-2.1964, 0.7964, 0.9904], [-2.8059, 0.2350, -0.5823], [-2.5933, -0.9271, 0.7520], [-0.6270, -1.0811, -0.9074], [1.9521, 1.7277, -2.0384], [1.6377, -1.4499, -0.2261], [1.1048, -1.9968, 1.3920], [2.2874, -0.6799, 1.2429]],
  "mulliken_charge": [-1.28, 0.51, -0.40, 0.48, -0.69, -0.31, -0.83, 0.34, 0.34, 0.31, 0.36, 0.28, 0.31, 0.30, 0.29]
}

***

Number 1: largest force on an atom 0.32 eV/Å. Number 2: largest force on an atom 2.73 eV/Å. Number 3: largest force on an atom 3.75 eV/Å. Number 4: largest force on an atom 4.13 eV/Å. Number 5: largest force on an atom 5.58 eV/Å. Number 6: largest force on an atom 2.14 eV/Å. Number 7: largest force on an atom 1.06 eV/Å.